Run 1
Computed, not measured: an isolated molecule of C2H2ClNO2, with the ωB97M-V functional and the def2-TZVPD basis.

Geometry as XYZ:
```
8
Properties=species:S:1:pos:R:3:nbo_charge:R:1
O -0.7822 1.3505 -0.8499 -0.45
C 0.0915 0.7754 -0.2906 0.43
C -0.0439 -0.5286 0.4457 -0.29
Cl 0.6507 -1.8823 -0.3971 0.04
N 0.4854 -0.6915 1.7917 0.14
O 0.3590 0.1302 2.6707 -0.24
H 1.1164 1.1299 -0.2013 0.12
H -1.1261 -0.5664 0.6472 0.26
```

Calculated values
E_HOMO (spin up / spin down): -9.8 / -9.8 eV
Gap between HOMO and LUMO (spin up / spin down): 8.881 / 8.882 eV
SMILES: O=C[C@@H](Cl)N=O
LUMO level (spin up / spin down): -0.0346 / -0.0346 Eh

Run 2
Computed, not measured: an isolated molecule of C2H2ClNO2, with the ωB97M-V functional and the def2-TZVPD basis.

Geometry as XYZ:
```
8
Properties=species:S:1:pos:R:3:nbo_charge:R:1
O -1.5789 -1.1855 -0.1199 -0.36
N -1.3195 0.0063 -0.0583 0.44
O -2.1705 0.8965 0.2024 -0.39
C -0.0612 0.3768 -0.2733 -0.10
C 1.2098 -0.3634 0.2099 -0.17
Cl 2.7301 0.2705 -0.0147 0.11
H -0.0187 1.2463 -0.8113 0.22
H 1.2091 -1.2474 0.8652 0.24
```

Calculated values
E_HOMO (spin up / spin down): -9.9 / -9.9 eV
Gap between HOMO and LUMO (spin up / spin down): 8.459 / 8.465 eV
SMILES: O=[N+]([O-])/C=C/Cl
LUMO level (spin up / spin down): -0.0534 / -0.0533 Eh

run 1 is the most stable structure; the next one sits 35.0 kcal/mol above it.

Run 1
Computed, not measured: an isolated molecule of C16H19N3O3S2, with the ωB97M-V functional and the def2-TZVPD basis.

Geometry as XYZ:
```
43
Properties=species:S:1:pos:R:3:nbo_charge:R:1
C -2.9662 2.8065 3.9367 -0.61
C -2.8015 2.3440 2.5931 0.15
C -2.9143 3.0448 1.5540 -0.30
S -2.4410 2.1223 -0.0033 0.31
C -2.1865 0.7024 0.9287 0.22
N -1.4965 -0.3577 0.4907 -0.62
C -0.9114 -1.0474 -0.4043 0.70
O -0.6044 -2.2255 -0.4686 -0.60
C -0.4649 0.1140 -1.4701 -0.17
C -1.2569 0.1526 -2.7341 -0.42
C -1.1394 -1.2149 -3.3413 -0.44
C 0.2083 -1.1999 -4.0965 -0.38
C 1.1375 -1.2847 -2.6471 -0.25
N 1.0783 -0.2228 -1.7399 -0.81
S 2.1656 0.1437 -0.7600 2.37
O 3.2199 0.1267 -1.5885 -0.92
O 1.7688 1.6192 -0.2248 -0.98
C 1.9277 -0.9554 0.5534 -0.36
C 2.6330 -2.0464 0.3568 -0.22
C 2.2928 -2.9333 1.3229 -0.17
C 1.7209 -2.6147 2.5283 -0.20
C 1.1006 -1.4202 2.8836 -0.13
C 1.4409 -0.4057 1.7376 -0.11
N -2.2031 1.0376 2.2057 -0.47
H -2.0689 2.8526 4.4831 0.22
H -3.4522 2.1540 4.3510 0.22
H -3.2886 3.7156 3.8272 0.22
H -2.9627 4.0062 1.3472 0.21
H -1.7068 -1.2007 1.3911 0.42
H -0.2153 1.2910 -0.9842 0.32
H -1.1344 1.0604 -3.2810 0.24
H -2.3829 0.1047 -2.2058 0.20
H -1.4794 -2.1580 -2.9434 0.26
H -1.8155 -1.1099 -4.3199 0.20
H 0.4057 -2.1399 -4.6697 0.22
H 0.5504 -0.3713 -4.6092 0.21
H 2.3255 -1.2703 -2.7858 0.23
H 0.8801 -2.3677 -2.1310 0.20
H 2.9937 -2.6120 -0.3242 0.25
H 2.9197 -3.9422 1.3525 0.21
H 1.6181 -3.3853 3.4825 0.21
H 0.8509 -1.0700 3.6532 0.16
H 0.9367 0.4404 1.7685 0.22
```

Calculated values
E_HOMO: -8.7 eV
Gap between HOMO and LUMO: 8.926 eV
SMILES: Cc1csc(NC(=O)[C@@H]2CCCCN2S(=O)(=O)c2ccccc2)n1
LUMO level: 0.0067 Eh

Run 2
Computed, not measured: an isolated molecule of C16H19N3O3S2, with the ωB97M-V functional and the def2-TZVPD basis.

Geometry as XYZ:
```
43
Properties=species:S:1:pos:R:3:nbo_charge:R:1
C 0.1954 -4.7823 -0.1386 -0.63
C -0.5566 -3.5203 -0.4990 -0.64
S 0.0211 -2.1916 0.5871 2.31
O -0.3227 -2.5268 1.9392 -0.95
O 1.4049 -1.9053 0.3057 -0.96
N -0.9151 -0.8855 0.1005 -0.68
C -1.8007 -0.3391 1.1048 -0.25
C -2.7268 0.6987 0.5345 0.05
C -3.8407 1.0938 1.2660 -0.22
C -4.6917 2.0703 0.7849 -0.21
C -4.4330 2.6652 -0.4394 -0.21
C -3.3254 2.2786 -1.1694 -0.19
C -2.4638 1.2968 -0.6934 -0.05
C -1.2814 0.8712 -1.5150 -0.41
C -0.2335 0.1497 -0.6580 -0.18
C 0.7655 -0.5078 -1.5879 0.74
O 0.4409 -1.3578 -2.3896 -0.62
N 2.0518 -0.0305 -1.6049 -0.63
C 2.7115 0.7195 -0.6670 0.27
N 2.2077 1.5872 0.1345 -0.49
C 3.1545 2.1536 0.9255 -0.05
C 4.4317 1.7400 0.7312 -0.21
C 5.6712 2.1780 1.4200 -0.64
S 4.4562 0.5360 -0.5281 0.35
H 1.2614 -4.6218 -0.2806 0.22
H 0.0211 -5.0262 0.9069 0.23
H -0.1240 -5.6168 -0.7592 0.22
H -0.3630 -3.1861 -1.5135 0.27
H -1.6236 -3.6015 -0.3165 0.23
H -1.2212 0.1134 1.9268 0.20
H -2.3630 -1.1736 1.5276 0.23
H -4.0349 0.6272 2.2209 0.21
H -5.5547 2.3671 1.3617 0.21
H -5.0929 3.4293 -0.8221 0.21
H -3.1195 2.7408 -2.1241 0.21
H -1.6159 0.1794 -2.2948 0.24
H -0.8238 1.7358 -1.9998 0.22
H 0.2714 0.8600 0.0081 0.25
H 2.6563 -0.5748 -2.2121 0.42
H 2.8424 2.8917 1.6416 0.21
H 6.3897 2.5734 0.7029 0.22
H 5.4338 2.9509 2.1468 0.23
H 6.1392 1.3400 1.9357 0.22
```

Calculated values
E_HOMO: -8.5 eV
Gap between HOMO and LUMO: 9.142 eV
SMILES: CCS(=O)(=O)N1Cc2ccccc2C[C@@H]1C(=O)Nc1ncc(C)s1
LUMO level: 0.0229 Eh

run 2 is the most stable structure; the next one sits 348.6 kcal/mol above it.

Run 1
Computed, not measured: an isolated molecule of C5H13NO3S, with the ωB97M-V functional and the def2-TZVPD basis.

Geometry as XYZ:
```
23
Properties=species:S:1:pos:R:3:nbo_charge:R:1
N 0.5138 -2.1672 0.3431 -0.86
C 0.5304 -2.4000 -1.1303 -0.22
C -0.8385 -2.1271 -1.7810 -0.43
C -0.7897 -0.6757 -2.3103 -0.39
C -0.1813 0.3883 -1.4856 -0.44
C -0.9463 0.7781 -0.2364 -0.67
S 0.0960 1.3284 1.1688 2.32
O -0.6118 0.9462 2.3932 -0.92
O 0.5732 2.6417 0.8338 -0.93
O 1.4285 0.4092 0.9446 -0.93
H -0.2200 -2.5960 0.9033 0.38
H 1.3342 -2.5676 0.7286 0.37
H 0.9087 -3.5114 -1.2714 0.19
H 1.3871 -1.6971 -1.4535 0.21
H -1.6088 -2.1038 -0.9719 0.20
H -1.2754 -2.9312 -2.4938 0.23
H -0.2600 -0.7709 -3.2795 0.21
H -1.8393 -0.3080 -2.4814 0.21
H 0.8574 0.1892 -1.1541 0.24
H -0.1220 1.2312 -2.2012 0.23
H -1.5291 1.7094 -0.4232 0.25
H -1.5526 0.0961 0.3667 0.24
H 1.0209 -0.5822 0.9179 0.51
```

Calculated values
E_HOMO: -10.5 eV
Gap between HOMO and LUMO: 11.062 eV
SMILES: NCCCCCS(=O)(=O)O
LUMO level: 0.0216 Eh

Run 2
Computed, not measured: an isolated molecule of C5H13NO3S, with the ωB97M-V functional and the def2-TZVPD basis.

Geometry as XYZ:
```
23
Properties=species:S:1:pos:R:3:nbo_charge:R:1
C 1.7344 -0.9959 -0.4768 -0.68
C 1.2060 0.2929 0.0681 -0.29
N -0.2826 0.3378 0.2144 -0.27
C -0.7227 -0.8998 0.8429 -0.50
C -0.8335 1.5901 0.9184 -0.43
C -0.8704 0.5234 -1.1433 -0.43
S 2.0148 0.3667 1.8085 2.37
O 3.3923 0.7465 1.4104 -0.97
O 1.2515 1.4364 2.5146 -1.00
O 1.8404 -0.9759 2.3398 -0.99
H 2.8104 -0.6800 -0.3961 0.28
H 1.5894 -1.8934 0.1159 0.25
H 1.4526 -1.1992 -1.5636 0.20
H 1.5471 1.0803 -0.5261 0.23
H -0.7760 -1.8560 0.2498 0.24
H 0.0062 -1.2948 1.5603 0.30
H -1.7813 -0.9373 1.3885 0.24
H -0.3868 2.4588 0.4822 0.22
H -1.9400 1.7694 0.6491 0.21
H -0.4960 1.5925 2.0080 0.32
H -0.4883 1.5607 -1.4993 0.23
H -0.4949 -0.3855 -1.7238 0.23
H -2.0412 0.6728 -1.2136 0.24
```

Calculated values
E_HOMO: -9.3 eV
Gap between HOMO and LUMO: 9.523 eV
SMILES: C[C@@H]([N+](C)(C)C)S(=O)(=O)[O-]
LUMO level: 0.0065 Eh

run 1 is the most stable structure; the next one sits 38.4 kcal/mol above it.